Density functional theory data (ωB97M-V with the def2-TZVPD basis set) for a structure of composition C30H46BrHgN3P2Se in a non-equilibrium geometry.

charge: +2
max |F|: 2.46 eV Å⁻¹
HOMO (alpha / beta): -12.110 / -12.110 eV
relative energy (zero: lowest compared OMol25 entry of this formula, charge and spin): 0.0 kJ/mol
orbital gap (alpha / beta): 3.518 / 3.031 eV

XYZ file:
```
84
Properties=species:S:1:pos:R:3:forces:R:3
C -6.340 -4.748 3.190 -0.3 -0.2 -0.1
C -5.813 -4.492 1.915 -0.5 -0.3 0.1
C -6.457 -5.052 0.802 -0.3 -0.2 0.1
C -7.596 -5.840 1.005 0.5 0.4 0.5
N -8.083 -6.072 2.227 -0.3 -0.2 0.0
C -7.484 -5.548 3.300 0.5 0.3 -0.6
C -4.645 -3.679 1.752 0.8 0.6 -0.1
C -3.656 -2.990 1.614 -0.4 -0.2 0.0
C -2.474 -2.184 1.449 0.1 0.2 0.0
C -2.306 -0.985 2.163 0.0 -0.2 0.1
C -1.150 -0.210 2.007 -0.7 0.5 0.3
C -0.171 -0.593 1.104 0.3 -0.4 0.2
C -0.303 -1.793 0.413 -0.3 -0.3 -0.4
C -1.451 -2.571 0.575 -0.1 -0.3 -0.1
Hg 1.637 0.500 0.702 0.7 -0.4 0.3
P 0.180 2.329 -0.274 -0.7 1.2 -0.9
H -6.090 -4.886 -0.204 0.0 0.0 0.1
H -5.882 -4.340 4.083 0.0 0.0 -0.1
H -8.120 -6.290 0.154 0.2 0.1 0.4
H -7.919 -5.765 4.282 0.1 0.0 -0.4
H -1.594 -3.507 0.024 0.3 0.4 0.2
H -3.117 -0.699 2.838 0.5 0.1 -0.1
H 0.467 -2.148 -0.264 -0.1 0.0 0.0
H -1.062 0.695 2.614 0.0 -0.2 -0.3
C 1.393 3.414 -1.081 0.8 -0.1 0.1
C 0.898 4.394 -2.140 -0.4 0.3 -0.3
H 2.144 2.740 -1.526 -0.2 0.2 0.1
H 1.939 3.950 -0.285 -0.2 -0.3 -0.1
H 1.700 5.105 -2.357 0.0 -0.1 0.0
H 0.651 3.904 -3.086 0.0 0.0 0.2
H 0.031 4.983 -1.830 0.1 -0.1 0.0
C -0.959 1.650 -1.519 0.1 -0.7 -0.4
C -2.427 2.030 -1.383 -0.4 0.2 0.2
H -0.854 0.560 -1.423 -0.1 0.2 -0.1
H -0.601 1.898 -2.529 0.2 0.1 0.4
H -3.006 1.518 -2.160 0.2 0.1 0.1
H -2.838 1.719 -0.418 0.0 0.0 -0.1
H -2.597 3.105 -1.506 0.1 -0.2 0.0
C -0.719 3.255 1.004 -0.2 -0.3 0.6
C -1.107 4.685 0.640 -0.1 0.5 -0.2
H -0.078 3.246 1.902 -0.2 0.1 -0.2
H -1.627 2.689 1.269 0.4 0.0 -0.1
H -1.723 5.111 1.438 0.1 -0.1 0.0
H -0.240 5.340 0.525 0.0 -0.1 0.0
H -1.698 4.742 -0.278 0.1 -0.1 0.2
Br 4.034 1.363 0.349 -0.9 -0.4 0.2
P 1.209 -1.878 -4.755 0.0 -0.1 0.0
C 0.440 -0.208 -4.524 -0.2 0.0 0.0
C 0.707 0.751 -5.682 0.0 0.3 0.0
H 0.809 0.219 -3.581 -0.1 0.0 0.0
H -0.642 -0.369 -4.415 0.1 0.0 0.0
H -0.017 1.575 -5.667 0.2 0.0 -0.1
H 1.710 1.187 -5.615 -0.1 -0.1 -0.1
H 0.625 0.249 -6.652 0.0 0.1 0.2
C 2.592 -1.806 -3.527 0.0 0.2 -0.1
C 3.745 -2.737 -3.901 0.3 0.0 0.1
H 2.218 -2.057 -2.525 0.0 0.2 0.0
H 2.931 -0.764 -3.510 0.1 -0.1 0.0
H 4.670 -2.389 -3.429 -0.1 -0.2 -0.1
H 3.563 -3.764 -3.568 0.0 0.1 -0.1
H 3.907 -2.758 -4.983 0.0 0.0 0.2
C 0.022 -2.897 -3.770 0.1 -0.1 0.0
C -0.995 -3.633 -4.639 -0.2 -0.2 0.1
H -0.488 -2.249 -3.043 0.1 -0.2 0.1
H 0.631 -3.620 -3.211 -0.1 0.1 -0.1
H -1.411 -4.477 -4.078 -0.1 0.1 -0.2
H -1.826 -2.981 -4.927 0.1 -0.1 0.0
H -0.539 -4.023 -5.554 -0.1 0.0 0.2
C 3.599 0.515 5.938 -0.5 -0.7 0.7
N 4.342 1.582 5.335 -0.1 1.1 0.3
C 5.420 2.224 5.907 -1.0 -1.2 -0.1
C 5.796 3.176 5.033 0.0 0.8 -1.5
N 4.936 3.127 3.957 -0.7 -0.2 1.2
C 5.061 3.986 2.815 0.3 0.9 -0.6
C 3.921 2.220 4.201 2.4 0.2 0.7
Se 2.251 2.005 3.494 0.2 0.2 -0.3
H 4.027 0.326 6.930 -0.3 -0.1 -0.3
H 3.650 -0.379 5.308 0.1 0.1 0.2
H 2.553 0.821 6.012 0.2 -0.2 0.3
H 5.787 1.963 6.888 0.1 -0.1 -0.2
H 6.594 3.912 5.060 -0.1 -0.3 0.0
H 5.074 5.034 3.150 -0.1 -0.3 -0.2
H 6.017 3.786 2.307 -0.4 -0.1 0.1
H 4.225 3.799 2.143 0.2 0.1 0.0
```
Positions in Å, forces in eV/Å.